Record 1
Entry from the OMol25 dataset: one molecule with the formula C3H5F2N at a distorted geometry (ωB97M-V/def2-TZVPD).

Results
- SMILES = NCC=C(F)F
- LUMO level (eV) = 0.95
- spin multiplicity = 1
- electronic energy (eV) = -10116.33317
- total charge = 0

Last column: Löwdin charge in e.
Cartesian coordinates (Å):
F (0.264, -2.279, 0.635)  0.123
F (-1.890, -2.183, 0.368)  0.114
N (0.951, 1.267, -0.942)  -0.012
C (-0.705, -0.162, 0.279)  -0.024
C (-0.766, -1.474, 0.415)  -0.386
C (0.598, 0.619, 0.309)  -0.283
H (0.550, 1.373, 1.102)  0.109
H (0.967, 0.600, -1.689)  0.059
H (0.230, 1.954, -1.176)  0.071
H (1.442, -0.048, 0.595)  0.118
H (-1.641, 0.333, 0.104)  0.111

---

Record 2
Entry from the OMol25 dataset: a 2-piece molecular cluster, C3H5F2NO overall at a distorted geometry (ωB97M-V/def2-TZVPD).

Results
- LUMO level (spin up / spin down) (eV) = -0.78 / -0.78
- spin multiplicity = 1
- electronic energy (eV) = -12159.52082
- total charge = 0

Last column: Löwdin charge in e.
Cartesian coordinates (Å):
F (-2.506, 0.370, 1.333)  0.105
F (-3.297, 0.466, -0.620)  0.189
O (-1.143, -2.548, -0.515)  -0.049
N (-1.029, -1.459, -1.162)  -0.085
C (0.471, -0.502, 0.696)  -0.086
C (-0.477, -0.374, -0.538)  -0.252
C (-2.292, 0.707, 0.090)  -0.295
H (0.007, 0.320, -1.270)  0.116
H (1.430, -0.921, 0.389)  0.070
H (0.014, -1.158, 1.451)  0.063
H (-1.856, 1.673, 0.214)  0.131
H (0.511, 0.575, 1.096)  0.093

---

Record 3
Entry from the OMol25 dataset: a 2-piece molecular cluster, C3H5F2NO overall at a distorted geometry (ωB97M-V/def2-TZVPD).

Results
- SMILES = CC#[N+][O-].FCF
- LUMO level (eV) = 0.59
- spin multiplicity = 1
- electronic energy (eV) = -12160.83385
- total charge = 0

Last column: Löwdin charge in e.
Cartesian coordinates (Å):
F (-2.445, 2.241, -0.965)  0.007
F (-1.952, 0.821, 0.538)  0.011
O (1.266, 1.370, -0.648)  0.001
N (1.246, 0.256, -0.300)  -0.134
C (-1.493, 1.908, -0.050)  -0.289
C (1.082, -2.188, 0.291)  -0.072
C (1.011, -0.833, -0.030)  -0.065
H (-0.475, 1.589, -0.567)  0.114
H (-1.419, 2.585, 0.775)  0.116
H (0.908, -2.351, 1.352)  0.082
H (2.023, -2.730, -0.052)  0.112
H (0.249, -2.667, -0.345)  0.117

---

Record 4
Entry from the OMol25 dataset: a 2-piece molecular cluster, C3H5F3OSi overall at a distorted geometry (ωB97M-V/def2-TZVPD).

Results
- LUMO level (eV) = 0.72
- spin multiplicity = 1
- electronic energy (eV) = -21268.57348
- total charge = 0

Last column: Löwdin charge in e.
Cartesian coordinates (Å):
Si (1.061, 0.916, -0.183)  0.727
F (-1.660, 0.779, -1.280)  0.043
F (-1.502, 0.773, 0.855)  0.015
F (-1.051, 2.622, -0.133)  0.040
O (-2.688, -2.513, -0.560)  0.050
C (1.210, -0.812, 0.445)  -0.295
C (-1.575, -2.302, -0.370)  0.053
C (-0.857, 1.275, -0.267)  -0.633
H (1.454, 1.389, -1.565)  -0.027
H (0.503, -1.688, 0.287)  -0.025
H (1.930, 1.556, 0.876)  -0.012
H (2.139, -1.337, 0.343)  0.011
H (1.037, -0.659, 1.553)  0.051